*a*
An isolated molecule of C5H8FN, computed with ωB97M-V with the def2-TZVPD basis set.

Computed properties:
HOMO = -0.355 Ha
SMILES string = C=C(F)/C=N\CC

Geometry as ORCA input:
```
! RIJCOSX wB97M-V def2-TZVPD def2/J DEFGRID3
* xyz 0 1
C 1.21 1.42 -2.24
C 0.90 0.84 -1.12
F 1.67 -0.14 -0.64
C -0.21 1.25 -0.16
N -0.99 0.47 0.43
C -0.86 -1.04 0.44
C -0.57 -1.37 1.88
H 0.64 2.36 -2.45
H 1.97 1.04 -2.83
H -0.45 2.30 0.10
H -0.08 -1.50 -0.26
H -1.80 -1.31 0.15
H -1.34 -1.81 2.42
H -0.41 -0.35 2.37
H 0.33 -2.16 1.90
*
```

=====

*b*
An isolated molecule of C5H8FN, computed with ωB97M-V with the def2-TZVPD basis set.

Computed properties:
HOMO = -0.332 Ha
SMILES string = C=C/C(F)=C\CN

Geometry as ORCA input:
```
! RIJCOSX wB97M-V def2-TZVPD def2/J DEFGRID3
* xyz 0 1
C -1.73 1.50 -0.13
C -1.86 0.27 0.36
C -1.04 -0.89 -0.01
F -1.76 -2.03 -0.01
C 0.26 -0.96 -0.31
C 1.27 0.16 -0.26
N 2.54 -0.19 0.38
H -1.01 1.75 -0.91
H -2.38 2.29 0.23
H -2.62 0.03 1.11
H 0.65 -1.95 -0.60
H 0.84 1.01 0.24
H 1.50 0.53 -1.27
H 2.35 -0.54 1.30
H 2.98 -0.97 -0.13
*
```

=====

Most stable of them? *b*.

=====

*a*
A structure of composition HO5S2, computed with ωB97M-V with the def2-TZVPD basis set.

Computed properties:
HOMO = -0.162 Ha

Geometry as ORCA input:
```
! RIJCOSX wB97M-V def2-TZVPD def2/J DEFGRID3
* xyz -1 1
O 0.93 0.20 -1.43
O -0.09 -1.25 0.28
O 2.21 -0.62 0.47
O -1.98 0.03 -0.23
O 0.48 1.03 0.91
S -1.48 1.42 0.14
S 0.92 -0.12 -0.02
H -0.99 -0.69 -0.12
*
```

=====

*b*
The ion HO5S2 with charge -1, computed with ωB97M-V with the def2-TZVPD basis set.

Computed properties:
HOMO = -0.191 Ha

Geometry as ORCA input:
```
! RIJCOSX wB97M-V def2-TZVPD def2/J DEFGRID3
* xyz -1 1
O 0.00 0.03 1.99
O -1.06 0.54 -0.24
O 0.96 -0.97 -0.86
O -1.39 -1.37 -1.69
O 1.09 1.65 0.57
S -0.69 -1.01 -0.47
S -0.19 1.25 1.19
H 1.28 -0.12 -0.49
*
```

=====

Most stable of them? *b*.

=====

*a*
A structure of composition CN3O2S, computed with ωB97M-V with the def2-TZVPD basis set.

Computed properties:
HOMO = -0.126 Ha

Geometry as ORCA input:
```
! RIJCOSX wB97M-V def2-TZVPD def2/J DEFGRID3
* xyz -1 1
C 4.21 -0.24 0.24
N 5.21 -0.57 0.74
N -1.81 1.46 0.37
N -2.56 0.78 -0.24
O -2.69 0.29 -1.35
O -3.40 0.64 0.74
S 2.62 -0.01 -0.13
*
```

=====

*b*
A cluster of 2 separate species, CN3O2S in total, computed with ωB97M-V with the def2-TZVPD basis set.

Computed properties:
HOMO (spin up / spin down) = -0.195 / -0.187 Ha

Geometry as ORCA input:
```
! RIJCOSX wB97M-V def2-TZVPD def2/J DEFGRID3
* xyz -1 1
C 2.44 -1.88 -1.01
N 3.54 -1.86 -1.38
N -1.12 0.83 0.10
N -1.68 0.41 1.29
O -1.42 -0.63 1.86
O -2.58 1.20 1.67
S -0.21 -0.20 -0.74
*
```

=====

Most stable of them? *b*.

=====

*a*
The ion C3H7NOS with charge -2, computed with ωB97M-V with the def2-TZVPD basis set.

Computed properties:
HOMO = 0.024 Ha
SMILES string = [O-]CNCC[S-]

Geometry as ORCA input:
```
! RIJCOSX wB97M-V def2-TZVPD def2/J DEFGRID3
* xyz -2 1
O -2.77 -0.78 -0.50
C -2.07 -0.21 0.37
N -0.71 0.30 -0.21
C 0.58 -0.21 0.27
C 1.76 0.33 -0.57
S 3.28 0.86 0.39
H -2.64 0.56 0.95
H -1.80 -0.95 1.14
H -0.81 0.20 -1.25
H 0.81 -1.31 0.29
H 0.70 0.20 1.32
H 1.38 1.30 -0.88
H 2.30 -0.28 -1.32
*
```

=====

*b*
The ion C3H7NOS with charge -2, computed with ωB97M-V with the def2-TZVPD basis set.

Computed properties:
HOMO = 0.027 Ha
SMILES string = [O-]CNCC[S-]

Geometry as ORCA input:
```
! RIJCOSX wB97M-V def2-TZVPD def2/J DEFGRID3
* xyz -2 1
O -2.41 -1.74 0.13
C -1.97 -1.39 -1.06
N -0.74 -0.46 -1.06
C -0.20 -0.04 0.16
C 1.40 0.23 -0.02
S 1.91 1.78 1.01
H -1.56 -2.27 -1.70
H -2.70 -0.91 -1.78
H -0.02 -0.98 -1.60
H -0.35 -0.65 1.06
H -0.63 1.06 0.35
H 1.78 0.30 -1.01
H 2.00 -0.60 0.40
*
```

=====

Most stable of them? *a*.